No. 1
Computed, not measured: a structure of composition C28H47Cl3MnN2O3PSi, with wB97M-V/def2-TZVPD.

CARTESIAN COORDINATES (ANGSTROEM)
C (2.50, -2.71, -2.90)
C (2.02, -1.82, -4.01)
H (1.88, -3.61, -2.83)
H (2.46, -2.19, -1.94)
H (3.54, -3.03, -3.09)
C (2.02, -2.28, -5.29)
C (2.39, -3.68, -5.69)
H (1.79, -1.64, -6.12)
H (1.86, -4.44, -5.09)
H (3.47, -3.90, -5.61)
H (2.12, -3.84, -6.74)
Mn (2.10, 0.34, -0.24)
Cl (2.70, 1.13, 1.79)
Cl (3.83, 0.84, -1.60)
C (0.18, 3.26, 0.99)
O (-0.22, 2.09, 1.07)
N (-0.66, 4.31, 0.78)
C (-2.08, 4.06, 0.62)
C (-0.14, 5.63, 0.47)
H (1.24, 3.54, 1.07)
H (-2.46, 3.50, 1.49)
H (-2.30, 3.48, -0.29)
H (-2.58, 5.03, 0.56)
H (0.73, 5.83, 1.11)
H (-0.92, 6.36, 0.66)
H (0.18, 5.72, -0.58)
H (-0.44, -4.23, 2.73)
H (-0.28, -4.06, -0.01)
C (-1.39, -4.68, 2.40)
C (-1.35, -4.26, -0.04)
N (-1.94, -3.97, 1.25)
H (-2.11, -4.62, 3.22)
C (-3.04, -3.18, 1.38)
O (-3.57, -2.56, 0.45)
H (-1.82, -3.63, -0.80)
H (-3.41, -3.14, 2.42)
H (-1.20, -5.73, 2.14)
H (-1.49, -5.32, -0.29)
O (0.97, -0.28, -2.42)
C (1.72, -0.38, -3.66)
C (0.20, 0.10, -5.67)
C (1.21, 0.49, -4.78)
H (-0.26, -0.89, -5.57)
C (-0.21, 0.97, -6.70)
H (2.71, 0.00, -3.36)
C (1.85, 1.72, -4.98)
H (-1.04, 0.66, -7.35)
C (0.43, 2.19, -6.89)
C (1.47, 2.56, -6.02)
H (2.67, 1.99, -4.30)
H (0.10, 2.87, -7.68)
H (1.98, 3.52, -6.16)
Si (-0.66, 0.31, -2.08)
Cl (0.61, -1.61, 0.02)
C (-1.93, -0.11, -3.43)
C (-0.27, 2.16, -2.31)
C (-1.73, 0.03, -0.58)
H (-1.91, 0.57, -4.29)
H (-2.94, -0.02, -3.00)
H (-1.82, -1.13, -3.80)
H (-2.57, -0.63, -0.83)
H (-2.14, 0.99, -0.22)
H (-1.24, -0.43, 0.28)
H (-0.10, 2.40, -3.38)
H (0.64, 2.47, -1.78)
H (-1.10, 2.79, -1.96)
C (-1.53, -0.56, 4.55)
P (0.15, 0.17, 4.66)
C (-0.36, 1.94, 4.57)
C (0.44, 0.01, 6.46)
C (0.20, -1.23, 7.09)
C (0.45, -1.39, 8.45)
C (0.97, -0.33, 9.20)
C (1.25, 0.89, 8.57)
C (1.01, 1.05, 7.21)
H (-1.82, -0.58, 3.49)
H (-2.26, 0.03, 5.11)
H (-1.53, -1.59, 4.92)
H (-1.10, 2.16, 5.35)
H (0.55, 2.55, 4.70)
H (-0.77, 2.13, 3.56)
H (-0.19, -2.07, 6.51)
H (0.23, -2.34, 8.93)
H (1.17, -0.45, 10.26)
H (1.67, 1.72, 9.15)
H (1.24, 2.00, 6.72)

Values from the calculation:
LUMO (spin up / spin down)	2.53 / 2.52	eV
spin multiplicity	6
expectation value of S²	8.755
net charge	-1
energy relative to the best compared isomer or geometry (same formula, charge and spin)	0.0	kJ/mol
orbital gap (spin up / spin down)	7.715 / 8.131	eV

Atomic partial charges in e from the Löwdin method, atoms 1 to 6: number 1, C, carries -0.053; number 2, C, carries -0.210; number 3, H, carries 0.086; number 4, H, carries 0.020; number 5, H, carries 0.093; number 6, C, carries -0.124

=====

No. 2
Computed, not measured: a structure of composition C28H47ClN2O2PdSbSi2, with wB97M-V/def2-TZVPD.

CARTESIAN COORDINATES (ANGSTROEM)
Pd (0.17, 0.75, -0.23)
C (0.57, 3.06, 2.53)
Si (-0.31, 1.53, 3.12)
C (-1.47, 2.03, 4.50)
C (0.73, 0.12, 3.73)
N (-1.08, 0.90, 1.60)
C (-2.31, 0.72, 1.30)
C (-3.45, 0.97, 2.18)
C (-4.68, 0.57, 1.82)
C (-4.93, -0.09, 0.55)
C (-3.94, -0.33, -0.33)
C (-2.59, 0.11, -0.05)
N (-1.60, 0.01, -0.87)
Si (-1.61, -1.29, -2.17)
C (-2.11, -2.86, -1.30)
C (0.12, -1.57, -2.77)
C (-2.77, -0.81, -3.57)
H (1.33, 3.37, 3.26)
H (-0.14, 3.87, 2.41)
H (1.07, 2.89, 1.58)
H (-0.82, 2.37, 5.31)
H (-2.05, 1.20, 4.89)
H (-2.13, 2.86, 4.25)
H (1.57, 0.50, 4.32)
H (1.14, -0.51, 2.94)
H (0.12, -0.51, 4.39)
H (-3.28, 1.46, 3.12)
H (-5.52, 0.74, 2.48)
H (-5.94, -0.38, 0.31)
H (-4.16, -0.78, -1.29)
H (-1.33, -3.15, -0.60)
H (-2.20, -3.66, -2.04)
H (-3.05, -2.81, -0.75)
H (0.83, -1.63, -1.94)
H (0.48, -0.83, -3.49)
H (0.13, -2.54, -3.27)
H (-3.42, -1.66, -3.81)
H (-2.20, -0.57, -4.47)
H (-3.40, 0.04, -3.33)
C (0.33, 2.99, -5.05)
C (-0.16, 1.99, -4.00)
C (-1.54, 2.38, -3.49)
Sb (1.19, 1.76, -2.32)
C (2.96, 0.72, -2.97)
C (4.22, 1.23, -2.27)
C (3.11, 0.72, -4.49)
C (1.76, 3.73, -1.68)
C (0.54, 4.52, -1.21)
C (2.59, 4.51, -2.69)
H (-0.34, 2.96, -5.91)
H (1.34, 2.77, -5.40)
H (0.31, 4.00, -4.66)
H (-0.20, 0.99, -4.45)
H (-1.55, 3.40, -3.11)
H (-1.91, 1.73, -2.70)
H (-2.26, 2.34, -4.32)
H (2.76, -0.29, -2.62)
H (4.54, 2.19, -2.68)
H (5.03, 0.52, -2.45)
H (4.09, 1.33, -1.20)
H (3.31, 1.72, -4.87)
H (2.23, 0.32, -5.00)
H (3.96, 0.09, -4.77)
H (2.38, 3.49, -0.82)
H (-0.06, 4.87, -2.06)
H (0.86, 5.41, -0.66)
H (-0.11, 3.94, -0.55)
H (2.00, 4.80, -3.57)
H (3.46, 3.97, -3.04)
H (2.94, 5.44, -2.23)
Cl (6.93, 2.25, 4.75)
C (5.70, 1.71, 3.66)
C (5.37, 0.36, 3.62)
C (4.38, -0.06, 2.74)
C (3.72, 0.85, 1.92)
C (4.07, 2.19, 1.98)
C (5.06, 2.63, 2.84)
C (2.65, 0.34, 1.02)
O (2.37, -0.85, 0.95)
O (2.06, 1.25, 0.29)
H (5.88, -0.34, 4.26)
H (4.10, -1.11, 2.68)
H (3.56, 2.91, 1.34)
H (5.34, 3.67, 2.89)

Values from the calculation:
LUMO	-4.64	eV
net charge	+1
energy relative to the best compared isomer or geometry (same formula, charge and spin)	0.0	kJ/mol
orbital gap	6.453	eV

Atomic partial charges in e from the Löwdin method, atoms 1 to 6: number 1, Pd, carries 0.745; number 2, C, carries -0.156; number 3, Si, carries 0.487; number 4, C, carries -0.186; number 5, C, carries -0.141; number 6, N, carries -0.001

=====

No. 3
Computed, not measured: a structure of composition C28H48BN10OPSV, with wB97M-V/def2-TZVPD.

CARTESIAN COORDINATES (ANGSTROEM)
V (1.25, 1.17, -0.45)
C (5.07, 0.49, -2.48)
C (5.42, 1.06, -1.22)
N (4.44, 1.77, -0.71)
N (3.43, 1.75, -1.65)
C (3.83, 0.98, -2.73)
B (2.80, 3.16, -1.87)
N (1.54, 2.83, -2.70)
C (1.00, 3.33, -3.79)
C (-0.19, 2.64, -4.06)
C (-0.32, 1.73, -3.04)
N (0.75, 1.83, -2.21)
N (2.36, 3.64, -0.46)
C (2.72, 4.70, 0.24)
C (2.03, 4.70, 1.46)
C (1.25, 3.57, 1.43)
N (1.45, 2.92, 0.26)
H (5.67, -0.14, -3.11)
H (6.35, 0.94, -0.68)
H (3.21, 0.89, -3.61)
H (3.48, 3.98, -2.40)
H (1.47, 4.15, -4.32)
H (-0.86, 2.81, -4.89)
H (-1.11, 1.03, -2.84)
H (3.43, 5.41, -0.16)
H (2.10, 5.43, 2.25)
H (0.55, 3.19, 2.16)
O (2.33, 0.08, 0.57)
S (3.69, -0.26, 1.28)
C (4.31, -1.67, 0.30)
C (4.06, -2.95, 1.11)
C (2.85, -2.70, 2.00)
C (3.11, -1.33, 2.62)
H (5.36, -1.49, 0.07)
H (3.74, -1.63, -0.63)
H (4.93, -3.17, 1.73)
H (3.92, -3.79, 0.44)
H (2.75, -3.46, 2.77)
H (1.93, -2.67, 1.42)
H (3.95, -1.36, 3.33)
H (2.27, -0.84, 3.11)
N (-0.20, 0.68, 0.01)
P (-1.60, -0.27, 0.37)
N (-2.80, 0.44, -0.45)
C (-3.09, 1.88, -0.29)
C (-3.48, 2.51, -1.63)
C (-4.13, 1.48, -2.56)
C (-4.91, 0.45, -1.74)
C (-3.94, -0.41, -0.93)
N (-1.77, -0.27, 1.97)
C (-2.93, 0.34, 2.67)
C (-3.37, -0.54, 3.82)
C (-2.21, -0.82, 4.77)
C (-1.05, -1.47, 4.02)
C (-0.62, -0.61, 2.83)
N (-1.21, -1.74, -0.18)
C (-0.60, -1.90, -1.52)
C (-1.13, -3.15, -2.20)
C (-0.79, -4.42, -1.40)
C (-0.71, -4.12, 0.10)
C (-1.65, -2.99, 0.49)
H (-2.22, 2.37, 0.15)
H (-3.91, 2.00, 0.43)
H (-2.61, 2.97, -2.10)
H (-4.19, 3.32, -1.42)
H (-3.38, 0.95, -3.15)
H (-4.79, 1.98, -3.27)
H (-5.50, -0.21, -2.37)
H (-5.61, 0.96, -1.07)
H (-3.52, -1.19, -1.56)
H (-4.45, -0.88, -0.08)
H (-3.74, 0.47, 1.95)
H (-2.63, 1.33, 3.03)
H (-3.77, -1.48, 3.43)
H (-4.18, -0.04, 4.35)
H (-2.53, -1.46, 5.59)
H (-1.87, 0.12, 5.23)
H (-1.36, -2.46, 3.67)
H (-0.19, -1.61, 4.67)
H (0.12, -1.12, 2.22)
H (-0.18, 0.32, 3.20)
H (0.50, -1.96, -1.42)
H (-0.83, -1.02, -2.12)
H (-0.72, -3.20, -3.21)
H (-2.21, -3.05, -2.31)
H (0.16, -4.84, -1.74)
H (-1.55, -5.17, -1.59)
H (0.31, -3.83, 0.39)
H (-0.95, -5.01, 0.69)
H (-1.66, -2.83, 1.56)
H (-2.67, -3.23, 0.18)

Values from the calculation:
LUMO	-10.65	eV
net charge	+3
energy relative to the best compared isomer or geometry (same formula, charge and spin)	0.0	kJ/mol
orbital gap	6.776	eV

Atomic partial charges in e from the Löwdin method, atoms 1 to 6: number 1, V, carries 1.008; number 2, C, carries -0.011; number 3, C, carries -0.126; number 4, N, carries 0.050; number 5, N, carries -0.124; number 6, C, carries -0.053

=====

No. 4
Computed, not measured: a structure of composition C28H48F6OP2Pd, with wB97M-V/def2-TZVPD.

CARTESIAN COORDINATES (ANGSTROEM)
Pd (-0.63, -0.02, -3.36)
C (-2.22, 1.60, 0.13)
C (-2.68, 0.72, -0.88)
C (-2.23, -0.54, 0.99)
C (-1.97, 0.83, 1.30)
C (-2.64, -0.61, -0.36)
C (-2.06, 3.07, 0.00)
H (-1.70, 3.34, -1.00)
H (-1.34, 3.46, 0.73)
H (-3.01, 3.60, 0.16)
C (-1.48, 1.29, 2.61)
H (-1.24, 2.36, 2.60)
H (-0.56, 0.71, 2.86)
H (-2.20, 1.10, 3.42)
C (-2.24, -1.61, 2.01)
H (-3.15, -1.55, 2.63)
H (-1.39, -1.52, 2.69)
H (-2.21, -2.61, 1.55)
C (-3.16, -1.81, -1.06)
H (-4.22, -1.65, -1.31)
H (-3.11, -2.70, -0.42)
H (-2.64, -2.04, -2.01)
C (-3.20, 1.15, -2.19)
H (-4.14, 1.72, -2.09)
H (-3.40, 0.28, -2.84)
H (-2.48, 1.80, -2.71)
C (1.28, 0.54, -3.28)
C (0.31, 1.61, -3.58)
C (-0.29, 1.69, -4.95)
C (-1.31, 0.43, -5.56)
C (-1.31, -0.92, -4.89)
C (-0.02, -1.51, -4.53)
C (1.23, -1.08, -5.26)
C (2.10, -0.05, -4.40)
H (0.44, 1.80, -5.73)
H (-1.01, 0.38, -6.59)
H (-0.99, 2.50, -4.89)
H (2.47, 0.70, -5.08)
H (1.82, 0.50, -2.28)
H (0.14, 2.44, -2.82)
H (2.99, -0.58, -4.06)
H (1.88, -1.91, -5.48)
H (0.10, -2.54, -4.07)
H (1.01, -0.58, -6.19)
H (-2.29, 0.85, -5.43)
H (-2.26, -1.51, -4.77)
P (1.79, 1.92, 0.76)
C (1.82, 2.87, 2.34)
H (2.81, 3.30, 2.48)
H (1.57, 2.18, 3.17)
H (1.07, 3.67, 2.30)
C (3.32, 0.93, 1.03)
H (4.17, 1.59, 1.22)
H (3.51, 0.34, 0.12)
H (3.15, 0.25, 1.87)
C (2.45, 3.22, -0.36)
H (2.50, 2.79, -1.36)
H (3.44, 3.56, -0.03)
H (1.75, 4.06, -0.37)
P (1.45, -3.20, -0.51)
C (0.25, -4.56, -0.87)
H (0.71, -5.56, -0.93)
H (-0.15, -4.28, -1.86)
H (-0.65, -4.59, -0.24)
C (3.08, -3.46, -1.32)
H (2.91, -3.21, -2.38)
H (3.44, -4.49, -1.19)
H (3.85, -2.73, -1.02)
C (1.32, -2.44, 1.15)
H (1.57, -3.14, 1.94)
H (0.37, -1.96, 1.35)
H (1.93, -1.53, 1.25)
C (2.83, -0.50, 4.75)
C (1.37, -0.67, 4.36)
O (1.07, -0.24, 3.15)
C (1.08, -2.22, 4.56)
F (1.36, -2.66, 5.81)
F (-0.18, -2.61, 4.26)
F (1.93, -2.96, 3.75)
C (0.52, 0.11, 5.46)
F (0.91, -0.20, 6.73)
F (0.70, 1.45, 5.31)
F (-0.82, -0.13, 5.38)
H (3.45, -1.04, 4.02)
H (3.00, -0.90, 5.75)
H (3.08, 0.56, 4.70)

Values from the calculation:
LUMO (spin up / spin down)	-6.53 / -8.72	eV
spin multiplicity	5
expectation value of S²	6.010
net charge	+2
orbital gap (spin up / spin down)	6.059 / 3.567	eV

Atomic partial charges in e from the Löwdin method, atoms 1 to 6: number 1, Pd, carries 1.081; number 2, C, carries -0.127; number 3, C, carries -0.174; number 4, C, carries -0.115; number 5, C, carries -0.115; number 6, C, carries -0.148

=====

No. 5
Computed, not measured: a structure of composition C28H49AsBrCl3F10MgN4NaO5Si2, with wB97M-V/def2-TZVPD.

CARTESIAN COORDINATES (ANGSTROEM)
C (2.54, 5.48, 0.47)
C (1.68, 4.60, 0.40)
C (0.62, 3.42, 0.47)
C (1.45, 2.16, 0.95)
N (2.17, 1.36, 0.08)
N (2.74, 0.45, 0.93)
C (3.62, -0.54, 0.27)
C (2.41, 0.66, 2.24)
C (2.96, -0.21, 3.42)
C (1.85, -0.93, 4.29)
F (3.90, 0.52, 4.25)
N (1.55, 1.78, 2.32)
C (0.94, 2.45, 3.49)
C (1.93, 3.52, 4.16)
C (1.30, 3.90, 5.58)
F (2.01, 4.73, 3.42)
H (3.56, 5.92, 0.59)
H (0.16, 3.27, -0.55)
H (-0.26, 3.67, 1.23)
H (4.62, -0.11, -0.03)
H (3.80, -1.46, 0.90)
H (3.09, -0.87, -0.68)
H (3.59, -1.03, 2.93)
H (2.33, -1.08, 5.31)
H (1.64, -1.93, 3.80)
H (0.92, -0.30, 4.43)
H (0.03, 3.04, 3.16)
H (0.66, 1.74, 4.33)
H (2.97, 3.08, 4.24)
H (0.27, 4.32, 5.36)
H (1.92, 4.67, 6.13)
H (1.17, 2.93, 6.13)
F (-4.35, 5.85, 3.40)
As (-3.27, 4.65, 4.23)
F (-2.70, 4.10, 2.65)
F (-4.59, 3.46, 4.17)
F (-2.23, 3.47, 5.04)
F (-3.87, 5.23, 5.79)
F (-1.98, 5.85, 4.27)
Mg (-6.15, 6.10, 3.73)
C (1.58, 0.80, -4.47)
C (0.87, 1.82, -3.59)
O (0.30, 1.17, -2.46)
H (0.89, 0.03, -4.80)
H (2.03, 1.28, -5.34)
H (2.38, 0.30, -3.91)
H (0.07, 2.30, -4.15)
H (1.57, 2.59, -3.25)
H (1.01, 0.75, -1.97)
Br (-1.47, 2.44, 0.88)
C (3.68, 3.06, -7.79)
Cl (2.11, 2.28, -8.03)
Cl (4.42, 2.52, -6.28)
Cl (4.75, 2.73, -9.16)
H (3.52, 4.13, -7.73)
N (-1.88, -1.81, 4.13)
C (-2.78, -2.79, 4.27)
C (-3.16, -3.65, 3.24)
C (-2.57, -3.48, 2.00)
C (-1.63, -2.47, 1.83)
C (-1.33, -1.67, 2.92)
H (-3.22, -2.88, 5.26)
H (-3.89, -4.42, 3.41)
H (-2.83, -4.13, 1.17)
H (-1.15, -2.31, 0.87)
H (-0.60, -0.87, 2.83)
F (5.10, -0.89, 1.98)
O (-3.79, -3.51, -5.78)
Si (-2.57, -2.59, -5.11)
C (-3.07, -0.78, -5.04)
C (-1.01, -2.73, -6.14)
C (-2.18, -3.16, -3.37)
Si (-4.65, -3.62, -7.20)
C (-5.91, -5.01, -7.10)
C (-3.50, -3.97, -8.64)
C (-5.57, -2.02, -7.54)
H (-3.20, -0.38, -6.05)
H (-2.31, -0.19, -4.53)
H (-4.02, -0.67, -4.51)
H (-0.71, -3.78, -6.25)
H (-0.18, -2.20, -5.66)
H (-1.15, -2.31, -7.14)
H (-1.86, -4.20, -3.36)
H (-3.06, -3.06, -2.73)
H (-1.38, -2.55, -2.95)
H (-5.42, -5.97, -6.93)
H (-6.47, -5.07, -8.03)
H (-6.62, -4.83, -6.29)
H (-2.82, -3.14, -8.80)
H (-4.08, -4.13, -9.55)
H (-2.91, -4.87, -8.44)
H (-4.87, -1.20, -7.71)
H (-6.20, -1.75, -6.69)
H (-6.20, -2.12, -8.42)
C (4.71, -0.99, 7.21)
C (5.61, -1.47, 8.31)
O (4.71, -1.91, 9.31)
C (3.59, -2.32, 8.62)
O (2.73, -2.99, 9.09)
O (3.59, -1.86, 7.34)
F (6.35, -0.44, 8.82)
H (4.39, 0.04, 7.35)
H (5.17, -1.08, 6.23)
H (6.27, -2.29, 8.03)
Na (5.82, 0.39, 10.49)

Values from the calculation:
LUMO	-6.47	eV
net charge	+1
orbital gap	1.961	eV

Atomic partial charges in e from the Löwdin method, atoms 1 to 6: number 1, C, carries 0.083; number 2, C, carries -0.085; number 3, C, carries -0.373; number 4, C, carries -0.228; number 5, N, carries 0.187; number 6, N, carries -0.072

=====

net charge of number 3 (C28H48BN10OPSV)? +3

=====

Which formula does entry 1 have? C28H47Cl3MnN2O3PSi

=====

Which formula does entry 4 have? C28H48F6OP2Pd

=====

Look up the net charge of the fourth one. +2